(1)
One molecule with the formula C5H8N2, computed with ωB97M-V/def2-TZVPD.

```
15
Properties=species:S:1:pos:R:3
C 0.805 1.769 0.060
N 0.455 0.438 0.513
C -0.996 0.206 0.599
C -1.064 -1.292 0.797
C 0.010 -1.805 0.198
C 0.696 -0.619 -0.394
N 0.974 -0.381 -1.612
H 1.877 1.801 -0.149
H 0.268 2.062 -0.853
H 0.577 2.478 0.863
H -1.513 0.846 1.319
H -1.894 -1.816 1.256
H 0.281 -2.841 0.026
H 0.850 -1.227 -2.164
H -1.325 0.381 -0.460
```

Results
LUMO ... 1.05 eV
Orbital gap ... 10.24 eV
E_HOMO ... -9.19 eV
SMILES string ... [H]/N=C1\C=CCN1C
Molecular weight ... 96.1 g mol⁻¹
Multiplicity ... 1

=====

(2)
One molecule with the formula C5H8N2, computed with ωB97M-V/def2-TZVPD.

```
15
Properties=species:S:1:pos:R:3
C 1.711 -0.812 -0.063
C 1.783 0.740 -0.175
C 0.263 0.620 0.426
C -1.050 1.122 -0.063
C 0.109 -0.719 -0.059
H 2.395 -1.378 -0.705
H 2.256 -0.998 0.915
H 2.235 1.225 0.564
H 1.706 1.380 -1.126
H 0.211 0.696 1.598
H -1.359 2.226 -0.500
H -1.879 -1.804 -0.153
H 0.021 -0.751 -1.109
N -1.967 0.181 -0.127
N -1.245 -1.083 0.144
```

Results
LUMO ... 1.13 eV
Orbital gap ... 9.43 eV
E_HOMO ... -8.29 eV
SMILES string ... C1=NN[C@@H]2CC[C@@H]12
Molecular weight ... 96.1 g mol⁻¹
Multiplicity ... 1

=====

(3)
One molecule with the formula C5H8N2, computed with ωB97M-V/def2-TZVPD.

```
15
Properties=species:S:1:pos:R:3
C -2.211 -0.198 -0.416
N -0.854 -0.293 0.052
C -0.438 -0.346 1.357
N 0.807 -0.106 1.594
C 1.358 0.169 0.330
C 2.641 0.297 0.031
C 0.274 0.200 -0.707
H -2.326 -0.782 -1.335
H -2.889 -0.606 0.339
H -2.504 0.841 -0.630
H -1.151 -0.626 2.130
H 3.006 0.190 -0.972
H 0.709 -0.377 -1.560
H 3.424 0.385 0.753
H 0.072 1.193 -1.132
```

Results
LUMO ... 0.82 eV
Orbital gap ... 8.64 eV
E_HOMO ... -7.81 eV
SMILES string ... C=C1CN(C)C=N1
Molecular weight ... 96.1 g mol⁻¹
Multiplicity ... 1

=====

(4)
One molecule with the formula C5H8N2, computed with ωB97M-V/def2-TZVPD.

```
15
Properties=species:S:1:pos:R:3
C 0.077 1.760 -0.819
N -0.055 0.591 0.031
C -0.624 0.513 1.266
C -0.695 -0.821 1.660
C -0.172 -1.600 0.616
C 0.292 -0.707 -0.427
N 0.655 -0.825 -1.819
H -0.419 1.569 -1.778
H -0.380 2.620 -0.318
H 1.133 1.974 -1.027
H -0.889 1.417 1.808
H -1.062 -1.169 2.622
H -0.032 -2.678 0.602
H 1.446 -0.810 -0.418
H 0.726 -1.834 -1.999
```

Results
LUMO (spin up / spin down) ... 0.39 / 0.28 eV
Orbital gap (spin up / spin down) ... 6.95 / 7.77 eV
E_HOMO (spin up / spin down) ... -6.56 / -7.49 eV
Molecular weight ... 96.1 g mol⁻¹
Multiplicity ... 1

=====

Bottom line: (3), by a margin of 0.0158 hartree.

=====

(1)
One molecule with the formula C5H8N2, computed with ωB97M-V/def2-TZVPD.

```
15
Properties=species:S:1:pos:R:3
C -2.456 -0.103 0.056
C -0.939 -0.023 0.044
C -0.350 1.184 -0.250
N 1.002 1.042 -0.241
C 1.335 -0.251 0.054
N 2.723 -0.537 0.067
C 0.155 -0.950 0.242
H -2.879 -0.742 -0.728
H -2.903 -0.415 1.007
H -2.854 0.903 -0.141
H -0.815 2.134 -0.471
H 1.694 1.754 -0.400
H 3.103 -0.840 0.953
H 3.037 -1.147 -0.677
H 0.146 -2.009 0.485
```

Results
LUMO ... 1.05 eV
Orbital gap ... 9.02 eV
E_HOMO ... -7.96 eV
SMILES string ... Cc1c[nH]c(N)c1
Molecular weight ... 96.1 g mol⁻¹
Multiplicity ... 1

=====

(2)
A 2-piece molecular cluster, C5H8N2 overall, computed with ωB97M-V/def2-TZVPD.

```
15
Properties=species:S:1:pos:R:3
C -1.028 -0.908 1.216
C 1.384 -0.747 1.375
C 0.285 -0.697 0.561
C -0.204 2.009 -0.156
C 0.363 -0.583 -0.820
N -2.095 -1.134 1.567
N -0.669 -0.873 -1.689
H 2.317 -0.847 0.832
H 1.458 -0.691 2.508
H 0.285 2.479 -1.059
H -1.331 1.825 -0.350
H 0.059 1.966 0.875
H 1.462 -0.398 -1.152
H -0.777 -0.251 -2.472
H -1.509 -1.149 -1.237
```

Results
LUMO (spin up / spin down) ... -0.12 / 0.29 eV
Orbital gap (spin up / spin down) ... 8.33 / 7.62 eV
E_HOMO (spin up / spin down) ... -8.45 / -7.33 eV
Molecular weight ... 96.1 g mol⁻¹
Multiplicity ... 1

=====

(3)
One molecule with the formula C5H8N2, computed with ωB97M-V/def2-TZVPD.

```
15
Properties=species:S:1:pos:R:3
C 0.659 -2.083 -1.330
N 0.252 -1.099 -0.350
C 0.135 0.226 -0.588
C -0.291 0.827 0.573
C -0.516 2.297 0.760
C -0.409 -0.257 1.473
N -0.082 -1.417 0.908
H -0.186 -2.689 -1.668
H 1.437 -2.732 -0.924
H 1.067 -1.541 -2.188
H 0.367 0.643 -1.558
H -1.381 2.509 1.396
H -0.694 2.772 -0.211
H 0.356 2.787 1.206
H -0.715 -0.230 2.514
```

Results
LUMO ... 0.99 eV
Orbital gap ... 9.83 eV
E_HOMO ... -8.84 eV
SMILES string ... Cc1cnn(C)c1
Molecular weight ... 96.1 g mol⁻¹
Multiplicity ... 1

=====

Bottom line: (1), by a margin of 0.0120 hartree.

=====

(1)
One molecule with the formula C5H8N2, computed with ωB97M-V/def2-TZVPD.

```
15
Properties=species:S:1:pos:R:3
C -0.986 -0.105 -1.863
N -0.297 0.216 -0.636
C 0.995 0.708 -0.588
C 1.567 0.612 0.632
C 0.560 0.028 1.529
N 0.597 0.029 2.804
C -0.529 -0.520 0.597
H -0.935 0.750 -2.547
H -0.594 -0.994 -2.383
H -2.044 -0.284 -1.637
H 1.409 1.147 -1.493
H 2.541 0.978 0.946
H -0.309 -1.601 0.471
H -0.279 -0.342 3.180
H -1.560 -0.416 0.968
```

Results
LUMO ... 0.82 eV
Orbital gap ... 8.69 eV
E_HOMO ... -7.87 eV
SMILES string ... [H]/N=C1/C=CN(C)C1
Molecular weight ... 96.1 g mol⁻¹
Multiplicity ... 1

=====

(2)
One molecule with the formula C5H8N2, computed with ωB97M-V/def2-TZVPD.

```
15
Properties=species:S:1:pos:R:3
C -1.065 -1.129 -0.051
C -0.122 -0.293 0.730
C -0.091 1.219 -0.418
C 0.851 0.059 -0.122
C 2.260 -0.016 0.333
H -0.356 -2.049 -0.502
H -1.242 -0.664 -1.194
H -1.932 -1.269 0.543
H 0.067 -0.602 1.918
H -1.546 1.233 0.575
H 0.237 2.224 -0.752
H -0.893 0.976 -1.237
H 0.976 -0.781 -0.852
N -0.630 1.095 0.855
N 3.487 -0.003 0.173
```

Results
LUMO ... 0.65 eV
Orbital gap ... 10.51 eV
E_HOMO ... -9.86 eV
Molecular weight ... 96.1 g mol⁻¹
Multiplicity ... 1

=====

(3)
One molecule with the formula C5H8N2, computed with ωB97M-V/def2-TZVPD.

```
15
Properties=species:S:1:pos:R:3
C -2.449 -0.339 -0.492
C -1.243 0.028 0.288
C -0.140 1.012 0.534
N 1.165 0.847 -0.086
C 1.890 -0.177 0.393
N 2.841 -0.628 -0.443
C -0.544 -0.148 1.364
H -2.267 -0.476 -1.562
H -2.881 -1.260 -0.088
H -3.188 0.462 -0.380
H -0.371 2.044 0.818
H 1.360 1.339 -0.959
H 3.285 -1.485 -0.157
H 2.793 -0.487 -1.449
H -0.262 -0.729 2.227
```

Results
LUMO ... 1.08 eV
Orbital gap ... 8.93 eV
E_HOMO ... -7.85 eV
Molecular weight ... 96.1 g mol⁻¹
Multiplicity ... 1

=====

Bottom line: (1), by a margin of 0.1009 hartree.

=====

(1)
One molecule with the formula C5H8N2, computed with ωB97M-V/def2-TZVPD.

```
15
Properties=species:S:1:pos:R:3
C 2.778 -0.328 0.220
N 1.358 -0.389 -0.235
C 0.752 0.764 -0.364
C -0.623 0.810 -0.431
C -1.241 -0.419 -0.053
C -2.767 -0.391 0.204
N -0.451 -1.422 0.100
H 3.095 0.720 0.396
H 3.475 -0.740 -0.525
H 2.930 -0.869 1.157
H 1.316 1.697 -0.311
H -1.169 1.576 -0.952
H -3.269 0.084 -0.648
H -2.971 0.256 1.075
H -3.233 -1.361 0.391
```

Results
LUMO (spin up / spin down) ... -0.60 / -0.60 eV
Orbital gap (spin up / spin down) ... 7.37 / 7.37 eV
E_HOMO (spin up / spin down) ... -7.97 / -7.97 eV
Molecular weight ... 96.1 g mol⁻¹
Multiplicity ... 1

=====

(2)
One molecule with the formula C5H8N2, computed with ωB97M-V/def2-TZVPD.

```
15
Properties=species:S:1:pos:R:3
C 1.060 -0.614 0.575
C 1.360 0.740 -0.167
C -0.945 1.247 0.006
C -1.765 -0.695 -0.131
C -0.212 -0.667 -0.304
H 1.925 -1.156 0.124
H 1.231 -0.515 1.687
H 1.906 1.452 0.563
H 2.108 0.328 -0.911
H -0.940 2.178 0.466
H -2.347 -1.121 -1.046
H -1.806 -1.261 0.597
H 0.365 -1.241 -1.170
N 0.043 0.700 -0.673
N -1.982 0.625 0.383
```

Results
LUMO ... 0.97 eV
Orbital gap ... 9.75 eV
E_HOMO ... -8.78 eV
SMILES string ... C1=NC[C@@H]2CCN12
Molecular weight ... 96.1 g mol⁻¹
Multiplicity ... 1

=====

(3)
One molecule with the formula C5H8N2, computed with ωB97M-V/def2-TZVPD.

```
15
Properties=species:S:1:pos:R:3
C -2.606 -0.507 -0.299
N -1.353 0.164 -0.071
C -0.244 -0.467 -0.135
C 1.027 0.209 0.092
C 2.387 -0.424 0.073
C 0.679 1.492 0.355
N -0.212 2.343 0.487
H -3.072 -0.118 -1.213
H -3.289 -0.284 0.528
H -2.515 -1.601 -0.391
H -0.186 -1.542 -0.365
H 3.158 0.286 -0.249
H 2.409 -1.257 -0.638
H 2.692 -0.822 1.049
H 1.126 2.529 0.777
```

Results
LUMO ... -0.11 eV
Orbital gap ... 7.60 eV
E_HOMO ... -7.71 eV
Molecular weight ... 96.1 g mol⁻¹
Multiplicity ... 1

=====

Bottom line: (1), by a margin of 0.0252 hartree.